2 unconnected molecules or ions with the total composition C6H16N2 at a distorted geometry, computed with ωB97M-V/def2-TZVPD.

Each line ends with the Löwdin charge.
Cartesian coordinates (Å):
C (-0.240, 0.630, -1.983)  -0.209
C (-1.508, 1.421, 0.257)  -0.079
C (-0.906, 0.214, -0.405)  -0.451
N (-1.144, 0.302, -3.039)  -0.012
N (-1.511, -0.898, -0.256)  0.103
H (-2.076, 0.655, -2.851)  0.075
H (-1.212, -0.700, -3.178)  0.067
H (-1.107, -1.672, -0.780)  0.049
H (-0.100, 1.709, -1.944)  0.094
H (0.726, 0.154, -2.169)  0.096
H (-2.042, 1.141, 1.163)  0.076
H (-0.736, 2.156, 0.484)  0.075
H (-2.241, 1.892, -0.401)  0.080
C (1.476, -0.307, 0.905)  -0.321
C (1.005, 0.321, 2.201)  -0.124
C (1.439, -1.822, 0.946)  -0.135
H (2.486, 0.038, 0.665)  0.098
H (0.762, -0.012, -0.127)  0.105
H (1.173, 1.398, 2.201)  0.068
H (1.544, -0.077, 3.064)  0.075
H (-0.054, 0.103, 2.341)  0.068
H (0.408, -2.164, 1.049)  0.059
H (1.984, -2.214, 1.808)  0.072
H (1.873, -2.266, 0.050)  0.070

LUMO (Ha): 0.03536
SMILES: [H]/N=C(/C)CN.CCC
Total charge: 0
ΔE to the lowest compared entry with this formula, charge and spin (kJ/mol): 238.78
HOMO (eV): -8.6
Kohn-Sham gap (eV): 9.573

A single C3H9N molecule, computed with ωB97M-V/def2-TZVPD.

Each line ends with the Löwdin charge.
Cartesian coordinates (Å):
C (-0.654, -0.813, -1.547)  -0.101
C (-0.212, 0.269, -0.570)  -0.328
N (0.066, -0.315, 0.741)  -0.146
C (0.602, 0.656, 1.704)  -0.133
H (-1.744, -0.954, -1.521)  0.072
H (-0.199, -1.766, -1.281)  0.064
H (-0.429, -0.579, -2.584)  0.064
H (-1.008, 1.003, -0.452)  0.104
H (0.644, 0.837, -0.971)  0.106
H (0.746, -1.052, 0.589)  0.091
H (0.131, 0.510, 2.676)  0.066
H (1.673, 0.541, 1.863)  0.070
H (0.384, 1.664, 1.353)  0.071

LUMO (Ha): 0.04618
SMILES: CCNC
Total charge: 0
ΔE to the lowest compared entry with this formula, charge and spin (kJ/mol): 53.09
HOMO (eV): -8.7
Kohn-Sham gap (eV): 9.994

2 unconnected molecules or ions with the total composition H3N3O3S at a distorted geometry, computed with ωB97M-V/def2-TZVPD.

Each line ends with the Löwdin charge.
Cartesian coordinates (Å):
N (2.063, -2.057, -0.447)  0.156
N (1.102, -1.801, -1.034)  -0.168
N (0.405, -1.696, -2.003)  0.050
O (-1.642, -1.760, -0.935)  -0.023
O (-0.945, -1.342, -2.064)  -0.117
O (0.341, 0.094, 0.718)  -0.635
S (1.634, -0.203, 1.677)  0.699
H (0.413, 0.936, 0.133)  0.101
H (-1.438, -1.023, -0.290)  0.099
H (2.084, -1.337, 0.926)  -0.162

LUMO (Ha): -0.02857
Total charge: 0
ΔE to the lowest compared entry with this formula, charge and spin (kJ/mol): 492.91
HOMO (eV): -9.2
Kohn-Sham gap (eV): 8.468

7 unconnected molecules or ions with the total composition C21H55BN2O21S6 at a distorted geometry, computed with ωB97M-V/def2-TZVPD.

Each line ends with the Löwdin charge.
Cartesian coordinates (Å):
C (2.372, -3.683, 0.244)  0.017
C (1.361, -3.352, -0.827)  -0.467
O (1.603, -3.660, -1.977)  0.072
N (0.156, -2.692, -0.511)  0.018
C (0.105, -1.753, 0.621)  -0.033
B (-1.061, -3.398, -0.810)  -0.286
O (-1.847, -3.890, 0.269)  0.009
N (-1.360, -5.149, 0.700)  0.009
O (-1.671, -5.368, 1.801)  0.072
H (2.466, -4.774, 0.254)  0.094
H (3.337, -3.281, -0.076)  0.088
H (2.134, -3.346, 1.249)  0.066
H (0.098, -0.733, 0.226)  0.097
H (0.945, -1.848, 1.307)  0.076
H (-0.812, -1.875, 1.204)  0.085
H (-1.490, -3.520, -1.913)  0.097
O (1.223, -10.503, 2.267)  -0.274
S (1.557, -9.901, 3.521)  0.560
O (0.808, -10.246, 4.689)  -0.276
O (1.581, -8.326, 3.340)  -0.267
C (0.407, -7.686, 2.776)  -0.246
C (-0.734, -7.649, 3.774)  -0.073
C (3.270, -10.109, 3.855)  -0.124
H (0.125, -8.185, 1.849)  0.117
H (0.734, -6.680, 2.524)  0.108
H (-1.088, -8.652, 4.005)  0.073
H (-1.566, -7.079, 3.373)  0.053
H (-0.406, -7.192, 4.708)  0.089
H (3.839, -9.829, 2.974)  0.075
H (3.414, -11.162, 4.086)  0.076
H (3.535, -9.494, 4.711)  0.075
O (4.511, -0.589, -0.646)  -0.280
S (4.119, 0.468, -1.531)  0.552
O (2.744, 0.588, -1.911)  -0.285
O (5.026, 0.417, -2.824)  -0.261
C (5.110, -0.843, -3.545)  -0.234
C (3.827, -1.197, -4.263)  -0.064
C (4.679, 2.014, -0.912)  -0.120
H (5.410, -1.632, -2.855)  0.114
H (5.927, -0.690, -4.246)  0.122
H (3.023, -1.400, -3.557)  0.064
H (3.973, -2.090, -4.870)  0.089
H (3.507, -0.376, -4.904)  0.072
H (5.727, 1.928, -0.639)  0.075
H (4.072, 2.235, -0.037)  0.077
H (4.530, 2.769, -1.678)  0.076
O (1.317, 2.763, -6.731)  -0.286
S (1.001, 1.385, -6.977)  0.563
O (2.052, 0.446, -7.215)  -0.273
O (-0.053, 1.315, -8.158)  -0.261
C (0.284, 1.969, -9.406)  -0.244
C (1.326, 1.220, -10.208)  -0.071
C (-0.032, 0.775, -5.694)  -0.107
H (0.595, 2.994, -9.195)  0.113
H (-0.659, 2.013, -9.945)  0.122
H (2.288, 1.203, -9.700)  0.071
H (1.457, 1.709, -11.174)  0.083
H (1.016, 0.189, -10.371)  0.086
H (-0.845, 1.476, -5.529)  0.076
H (0.593, 0.693, -4.806)  0.076
H (-0.405, -0.203, -5.984)  0.080
O (-0.116, 0.084, 3.285)  -0.283
S (-0.440, 1.158, 4.178)  0.566
O (0.580, 1.699, 5.021)  -0.268
O (-1.690, 0.726, 5.054)  -0.268
C (-1.597, -0.511, 5.801)  -0.245
C (-0.705, -0.404, 7.019)  -0.070
C (-1.220, 2.460, 3.294)  -0.113
H (-1.272, -1.307, 5.129)  0.113
H (-2.623, -0.722, 6.094)  0.117
H (0.333, -0.233, 6.742)  0.071
H (-0.761, -1.332, 7.590)  0.082
H (-1.023, 0.423, 7.654)  0.087
H (-2.004, 2.040, 2.671)  0.077
H (-0.453, 2.925, 2.679)  0.078
H (-1.627, 3.178, 4.003)  0.061
O (-1.169, 6.140, -2.525)  -0.280
S (-0.858, 7.171, -3.470)  0.557
O (-1.867, 7.615, -4.381)  -0.276
O (0.447, 6.760, -4.264)  -0.265
C (0.457, 5.467, -4.928)  -0.240
C (-0.382, 5.429, -6.183)  -0.070
C (-0.181, 8.565, -2.638)  -0.124
H (0.152, 4.703, -4.212)  0.115
H (1.504, 5.293, -5.166)  0.120
H (-1.442, 5.558, -5.966)  0.074
H (-0.240, 4.468, -6.669)  0.049
H (-0.086, 6.224, -6.868)  0.089
H (0.597, 8.228, -1.960)  0.074
H (-0.999, 9.025, -2.088)  0.076
H (0.211, 9.255, -3.380)  0.075
O (-3.471, 4.130, 5.766)  -0.280
S (-4.702, 4.469, 6.413)  0.562
O (-4.800, 4.357, 7.834)  -0.269
O (-5.868, 3.645, 5.724)  -0.262
C (-5.706, 2.206, 5.637)  -0.242
C (-5.898, 1.503, 6.964)  -0.071
C (-5.230, 6.071, 5.921)  -0.120
H (-4.730, 1.987, 5.202)  0.107
H (-6.467, 1.897, 4.924)  0.122
H (-5.120, 1.772, 7.676)  0.071
H (-5.866, 0.425, 6.808)  0.081
H (-6.859, 1.768, 7.404)  0.085
H (-5.172, 6.147, 4.839)  0.076
H (-4.551, 6.778, 6.393)  0.078
H (-6.245, 6.226, 6.275)  0.076

LUMO (Ha): -0.00734
SMILES: CC(=O)N(C)BON=O.CCOS(C)(=O)=O.CCOS(C)(=O)=O.CCOS(C)(=O)=O.CCOS(C)(=O)=O.CCOS(C)(=O)=O.CCOS(C)(=O)=O
Total charge: 0
HOMO (eV): -9.7
Kohn-Sham gap (eV): 9.507

no.,energy (eV)
1,-9459.5996
2,-4746.5589
3,-21488.2067
4,-134330.4712